Density functional theory data (ωB97M-V/def2-TZVPD) for a cluster of 2 separate species, C5H8N3 in total in a non-equilibrium geometry.

XYZ file:
```
16
C5H8N3, DFT ωB97M-V/def2-TZVPD
C 1.804 -0.048 -1.098
C 3.050 -0.203 -0.569
C 0.992 0.205 0.038
C -2.371 0.057 0.896
C -1.399 0.716 -0.095
N 3.078 -0.002 0.736
N 1.839 0.361 1.066
N -2.127 -0.512 -0.443
H 1.198 -0.417 -1.905
H 3.875 -0.552 -1.172
H -2.137 -0.592 1.787
H -3.309 0.753 1.058
H -1.623 1.531 -0.714
H 1.763 0.692 2.090
H -1.729 -1.473 -0.485
H -2.905 -0.514 -1.191
```

Results
- 2S+1: 1
- Energy above the lowest of the compared OMol25 structures with the same formula, charge and spin: 164.6 kcal/mol
- Highest occupied orbital energy (spin up / spin down): -13.12 / -13.13 eV
- Charge: +1
- LUMO energy (spin up / spin down): -5.3769 / -5.3780 eV
- E_tot: -359.09248 a.u.

Results of the natural (NBO) charge analysis, in e, for atoms 1 through 4: C -0.4048; C -0.0398; C 0.2861; C -0.2724



Density functional theory data (ωB97M-V/def2-TZVPD) for the ion C5H8N3 with charge +1 in a non-equilibrium geometry.

XYZ file:
```
16
C5H8N3, DFT ωB97M-V/def2-TZVPD
C -0.009 0.020 -2.743
N 0.614 -0.734 -1.770
N 0.495 -0.521 -0.525
C 1.151 -1.214 0.471
C 0.988 -0.901 1.792
C 0.002 0.053 2.239
C -0.586 0.869 1.420
N -1.549 1.575 0.879
H -0.970 0.559 -2.409
H 0.534 0.954 -2.955
H -0.037 -0.606 -3.588
H 1.648 -2.032 0.118
H 1.542 -1.456 2.558
H -0.004 0.049 3.377
H -1.498 2.539 0.534
H -2.320 0.845 0.604
```

Results
- SMILES string: C/N=N/C=C\C=C=[NH2+]
- 2S+1: 1
- Energy above the lowest of the compared OMol25 structures with the same formula, charge and spin: 120.3 kcal/mol
- Highest occupied orbital energy: -12.96 eV
- Charge: +1
- LUMO energy: -5.1393 eV
- E_tot: -359.16315 a.u.

Results of the natural (NBO) charge analysis, in e, for atoms 1 through 4: C -0.4786; N -0.0493; N -0.2508; C 0.0360



Density functional theory data (ωB97M-V/def2-TZVPD) for the ion C5H8N3O with charge +1 in a non-equilibrium geometry.

XYZ file:
```
17
C5H8N3O, DFT ωB97M-V/def2-TZVPD
C 2.484 -0.711 -0.006
C 1.070 -0.238 0.064
C -0.028 -0.956 -0.141
N -1.230 -0.363 -0.107
C -2.237 -1.053 0.154
O -3.473 -0.762 0.177
N 0.858 1.105 0.385
C 0.006 1.856 -0.167
N -0.859 2.646 -0.254
H 2.679 -1.696 -0.419
H 3.123 -0.145 -0.651
H 2.960 -0.640 0.904
H -0.074 -1.994 -0.333
H -2.090 -2.241 0.234
H -3.649 0.128 0.054
H 1.688 1.634 0.905
H -1.227 3.430 -0.800
```

Results
- SMILES string: C/C(=C/N=C/O)NC#[NH+]
- 2S+1: 1
- Energy above the lowest of the compared OMol25 structures with the same formula, charge and spin: 67.7 kcal/mol
- Highest occupied orbital energy: -12.69 eV
- Charge: +1
- LUMO energy: -4.0224 eV
- E_tot: -434.48816 a.u.

Results of the natural (NBO) charge analysis, in e, for atoms 1 through 4: C -0.6601; C 0.1016; C 0.0085; N -0.6040



Density functional theory data (ωB97M-V/def2-TZVPD) for the ion C5H8N3OS with charge +1 in a non-equilibrium geometry.

XYZ file:
```
18
C5H8N3OS, DFT ωB97M-V/def2-TZVPD
C 0.741 -1.087 -0.612
C 0.187 1.094 -2.612
C 2.225 -0.571 -0.741
C -1.508 -0.695 -0.161
C -0.052 1.039 0.575
N 1.360 0.732 -2.389
N 2.352 0.048 -1.962
N -0.176 -0.168 -0.196
O 0.592 -2.240 -0.987
S -1.147 1.602 -3.218
H 2.610 0.147 0.108
H 2.926 -1.462 -0.661
H -1.868 -1.163 0.884
H -2.254 0.057 -0.252
H -1.631 -1.288 -1.024
H 0.979 1.565 0.621
H -0.692 1.892 0.382
H -0.227 0.782 1.634
```

Results
- 2S+1: 3
- Energy above the lowest of the compared OMol25 structures with the same formula, charge and spin: 36.2 kcal/mol
- Highest occupied orbital energy (spin up / spin down): -14.00 / -14.05 eV
- Charge: +1
- Expectation value of S²: 2.05
- LUMO energy (spin up / spin down): -4.3387 / -8.5598 eV
- E_tot: -832.55627 a.u.

Results of the natural (NBO) charge analysis, in e, for atoms 1 through 4: C 0.6652; C 0.0961; C -0.3766; C -0.4303



Density functional theory data (ωB97M-V/def2-TZVPD) for a cluster of 2 separate species, C5H8N4 in total in a non-equilibrium geometry.

XYZ file:
```
17
C5H8N4, DFT ωB97M-V/def2-TZVPD
H -2.730 -1.726 -1.502
N -3.319 -1.092 -0.958
N -2.624 -0.853 0.042
N -2.854 0.160 0.811
H -3.767 0.745 0.818
H -2.098 0.480 1.482
C 1.172 -0.517 -0.528
C 0.853 -0.266 0.760
C 1.557 0.670 1.448
N 2.333 1.519 0.887
C 2.718 1.320 -0.370
C 2.126 0.289 -1.107
H 0.619 -1.309 -0.947
H 0.075 -0.814 1.339
H 1.498 0.786 2.552
H 3.449 1.958 -0.742
H 2.500 0.160 -2.164
```

Results
- SMILES string: [H]/N=N/N.c1ccncc1
- 2S+1: 1
- Energy above the lowest of the compared OMol25 structures with the same formula, charge and spin: 52.6 kcal/mol
- Highest occupied orbital energy: -9.28 eV
- LUMO energy: 0.8232 eV
- E_tot: -414.24839 a.u.

Results of the natural (NBO) charge analysis, in e, for atoms 1 through 4: H 0.3258; N -0.4730; N -0.0043; N -0.6079



Density functional theory data (ωB97M-V/def2-TZVPD) for a cluster of 2 separate species, C5H8N4 in total in a non-equilibrium geometry.

XYZ file:
```
17
C5H8N4, DFT ωB97M-V/def2-TZVPD
H -3.125 0.912 -0.575
N -2.142 0.611 -0.589
N -1.536 1.247 0.325
C -0.172 1.170 0.400
N 0.385 2.095 1.283
C 0.664 0.857 -0.791
C 0.627 -0.349 -0.296
C 1.645 -1.391 -0.075
H 0.708 1.757 2.182
H -0.026 3.015 1.289
H 1.252 1.493 -1.429
H 1.859 -1.940 -0.989
H 2.566 -0.957 0.343
H 1.299 -2.110 0.668
C -1.252 -2.068 -0.570
N -0.907 -3.137 -0.318
H -1.845 -1.204 -0.858
```

Results
- SMILES string: [H]/N=N/[C@]1(N)C=C1C.C#N
- 2S+1: 1
- Energy above the lowest of the compared OMol25 structures with the same formula, charge and spin: 125.5 kcal/mol
- Highest occupied orbital energy: -8.88 eV
- LUMO energy: -0.2565 eV
- E_tot: -414.13220 a.u.

Results of the natural (NBO) charge analysis, in e, for atoms 1 through 4: H 0.3296; N -0.4032; N -0.1363; C 0.2072



Density functional theory data (ωB97M-V/def2-TZVPD) for an isolated molecule of C5H8N4O in a non-equilibrium geometry.

XYZ file:
```
18
C5H8N4O, DFT ωB97M-V/def2-TZVPD
C 3.390 0.168 0.040
C 1.934 0.053 -0.082
C 0.941 1.040 -0.158
C -0.208 0.319 0.024
C -1.611 0.827 0.026
O -1.768 2.047 -0.045
N -2.762 0.083 0.034
N -2.874 -1.263 -0.085
N 0.118 -0.980 -0.009
N 1.414 -1.153 -0.046
H 3.670 0.603 1.007
H 3.953 -0.717 -0.105
H 3.700 1.037 -0.627
H 0.975 2.119 -0.073
H -3.506 0.730 0.258
H -3.311 -1.685 0.749
H -3.492 -1.511 -0.828
H -0.564 -1.716 -0.081
```

Results
- SMILES string: Cc1cc(C(=O)NN)[nH]n1
- 2S+1: 1
- Energy above the lowest of the compared OMol25 structures with the same formula, charge and spin: 47.0 kcal/mol
- Highest occupied orbital energy: -9.22 eV
- LUMO energy: 0.6176 eV
- E_tot: -489.55402 a.u.

Results of the natural (NBO) charge analysis, in e, for atoms 1 through 4: C -0.6317; C 0.1204; C -0.2900; C 0.0194



Density functional theory data (ωB97M-V/def2-TZVPD) for an isolated molecule of C5H8N4O4S in a non-equilibrium geometry.

XYZ file:
```
22
C5H8N4O4S, DFT ωB97M-V/def2-TZVPD
H -0.153 2.604 1.101
N -0.833 2.498 0.406
C -0.414 2.143 -0.748
N 0.866 2.090 -1.180
C 1.938 1.467 -0.875
C 2.159 0.139 -0.287
C 1.221 -0.804 -0.037
N 1.270 -1.809 0.757
S -0.393 -1.128 -1.067
C -1.632 -0.741 0.224
O -0.318 -2.531 -1.346
O -0.511 -0.351 -2.272
N 3.546 -0.172 -0.054
O 4.349 0.326 -0.791
O 3.827 -0.967 0.844
H -1.045 1.977 -1.604
H 2.822 1.900 -1.308
H 2.065 -1.820 1.398
H 0.483 -2.453 0.968
H -2.556 -0.996 -0.301
H -1.466 -1.557 0.938
H -1.876 0.226 0.487
```

Results
- SMILES string: [H]\N=C/N=C\C(=C(\N)S(C)(=O)=O)[N+](=O)[O-]
- 2S+1: 1
- Energy above the lowest of the compared OMol25 structures with the same formula, charge and spin: 71.0 kcal/mol
- Highest occupied orbital energy (spin up / spin down): -9.27 / -9.27 eV
- LUMO energy (spin up / spin down): -0.7612 / -0.7609 eV
- E_tot: -1113.28477 a.u.

Results of the natural (NBO) charge analysis, in e, for atoms 1 through 4: H 0.3363; N -0.7197; C 0.2524; N -0.4280



Density functional theory data (ωB97M-V/def2-TZVPD) for a cluster of 2 separate species, C5H8NO in total in a non-equilibrium geometry.

XYZ file:
```
15
C5H8NO, DFT ωB97M-V/def2-TZVPD
C 2.290 1.205 -1.289
C -0.270 -1.920 0.870
C 1.525 0.817 -0.203
C -0.720 -0.702 0.664
C -2.069 -0.285 0.258
N 0.369 1.353 0.350
O -0.346 2.182 -0.396
H 3.216 0.693 -1.506
H 1.987 2.071 -1.887
H 0.772 -2.199 1.196
H -1.017 -2.677 0.736
H 1.722 0.022 0.455
H -2.526 0.217 1.136
H -2.701 -1.245 0.143
H -2.231 0.468 -0.529
```

Results
- 2S+1: 1
- Energy above the lowest of the compared OMol25 structures with the same formula, charge and spin: 96.0 kcal/mol
- Highest occupied orbital energy (spin up / spin down): -2.28 / -2.51 eV
- Charge: -1
- LUMO energy (spin up / spin down): 4.0384 / 4.1823 eV
- E_tot: -325.12387 a.u.

Results of the natural (NBO) charge analysis, in e, for atoms 1 through 4: C -0.5826; C -0.6009; C -0.0504; C 0.1129



Density functional theory data (ωB97M-V/def2-TZVPD) for a structure of composition C5H8NO in a non-equilibrium geometry.

XYZ file:
```
15
C5H8NO, DFT ωB97M-V/def2-TZVPD
C -1.551 0.790 0.071
C -0.815 -0.062 1.177
C -0.321 0.675 -0.791
C 1.180 -1.446 -0.169
C 0.348 -0.206 0.180
N 1.745 -0.259 0.231
O 2.923 0.702 -0.626
H -2.475 0.452 -0.349
H -1.692 1.832 0.277
H -0.311 0.419 1.945
H -1.209 -0.964 1.389
H -0.474 0.437 -1.840
H 0.156 1.589 -0.870
H 1.094 -2.260 0.530
H 1.402 -1.700 -1.156
```

Results
- 2S+1: 1
- Energy above the lowest of the compared OMol25 structures with the same formula, charge and spin: 229.5 kcal/mol
- Highest occupied orbital energy (spin up / spin down): -15.93 / -15.89 eV
- Charge: +1
- LUMO energy (spin up / spin down): -9.2038 / -9.2037 eV
- E_tot: -324.67323 a.u.

Results of the natural (NBO) charge analysis, in e, for atoms 1 through 4: C -0.3857; C -0.3228; C -0.4339; C -0.1850